Below is a structure of composition C35H42ClN3O4P2Ti, with properties calculated with ωB97M-V/def2-TZVPD.

Structure (XYZ):
```
88
Properties=species:S:1:pos:R:3:mulliken_charge:R:1
Ti 0.29 0.03 -0.72 -0.790
C -1.23 5.10 -0.48 -1.723
C -0.89 3.82 -1.23 0.263
C -1.90 3.58 -2.36 -1.196
P -0.75 2.29 -0.21 2.626
C -2.17 2.42 0.98 0.209
C -2.91 1.10 1.17 -0.900
C -1.78 3.03 2.33 -1.466
C 0.80 2.48 0.73 -0.115
C 1.68 3.56 0.67 -1.597
C 2.86 3.56 1.38 -0.988
C 3.19 2.45 2.16 -0.858
C 2.35 1.35 2.21 -0.451
C 1.14 1.35 1.50 0.354
N 0.30 0.25 1.35 1.288
C 0.07 -0.70 2.32 -0.446
C 0.26 -0.48 3.69 -0.852
C -0.06 -1.44 4.62 -0.926
C -0.58 -2.67 4.24 -1.231
C -0.80 -2.90 2.89 -0.861
C -0.49 -1.95 1.92 0.199
P -0.67 -2.21 0.13 1.392
C -2.42 -2.71 -0.25 1.454
C -3.19 -3.58 0.74 -1.640
C -2.45 -3.29 -1.67 -1.479
C 0.43 -3.65 -0.27 0.544
C 1.86 -3.27 0.15 -1.502
C 0.07 -5.02 0.29 -1.488
H -1.18 5.95 -1.16 0.495
H -0.56 5.30 0.36 0.308
H -2.25 5.07 -0.09 0.336
H 0.10 3.92 -1.69 0.638
H -2.90 3.35 -1.96 0.286
H -1.60 2.75 -3.00 0.131
H -2.00 4.47 -2.97 0.518
H -2.86 3.11 0.47 0.729
H -2.33 0.41 1.78 0.091
H -3.11 0.61 0.21 -0.315
H -3.87 1.27 1.67 0.648
H -1.11 2.36 2.86 0.159
H -2.67 3.17 2.95 0.478
H -1.28 3.99 2.22 0.249
H 1.43 4.42 0.06 0.356
H 3.53 4.40 1.32 0.433
H 4.12 2.43 2.70 0.414
H 2.64 0.47 2.78 0.613
H 0.66 0.48 4.02 0.479
H 0.10 -1.23 5.67 0.411
H -0.83 -3.42 4.97 0.450
H -1.21 -3.85 2.58 0.448
H -2.93 -1.74 -0.28 -0.428
H -2.75 -4.57 0.85 0.217
H -4.21 -3.72 0.37 0.494
H -3.25 -3.11 1.72 0.400
H -2.03 -4.29 -1.69 0.342
H -1.89 -2.67 -2.37 0.203
H -3.48 -3.35 -2.03 0.454
H 0.40 -3.69 -1.37 0.618
H 1.92 -3.18 1.23 0.261
H 2.19 -2.33 -0.29 0.205
H 2.55 -4.05 -0.17 0.529
H 0.14 -5.03 1.37 0.274
H 0.77 -5.76 -0.09 0.457
H -0.93 -5.34 0.01 0.283
O 3.29 -1.69 -5.53 -0.566
C 2.01 -1.78 -5.82 0.503
O 1.60 -2.33 -6.81 -0.603
C 1.04 -1.16 -4.85 -0.367
C -0.32 -1.03 -5.08 0.107
Cl -1.24 -1.59 -6.38 -0.114
N -0.88 -0.43 -4.00 0.449
N 0.06 -0.19 -3.05 -0.076
C 1.21 -0.61 -3.56 0.186
C 2.44 -0.45 -2.72 0.852
O 3.55 -0.58 -3.23 -0.869
O 2.19 -0.15 -1.50 -0.375
C -2.22 0.05 -3.84 -0.789
C -2.80 0.03 -2.58 2.205
C -4.09 0.49 -2.42 -1.073
C -4.81 0.98 -3.50 -0.740
C -4.20 1.05 -4.75 -0.968
C -2.90 0.59 -4.92 -0.399
H 3.46 -1.22 -4.66 0.449
H -2.19 -0.24 -1.73 -0.156
H -4.54 0.48 -1.43 0.434
H -5.82 1.33 -3.38 0.433
H -4.73 1.46 -5.60 0.411
H -2.43 0.67 -5.89 0.583
```

Values from the calculation:
- E: -3816.63278 hartree
- Multiplicity: 3
- Energy relative to the best compared isomer or geometry (same formula, charge and spin): 0.111 eV
- Charge: 0

=====

Below is a structure of composition C21H21As2N12OS5Tc in a non-equilibrium geometry, with properties calculated with ωB97M-V/def2-TZVPD.

Structure (XYZ):
```
63
Properties=species:S:1:pos:R:3:nbo_charge:R:1
Tc -2.64 -0.09 1.67 0.759
N -3.42 -1.74 2.94 -0.603
N -2.54 -2.70 3.49 -0.407
C -1.59 -3.34 2.79 0.273
N -1.00 -4.40 3.33 -0.742
S -1.03 -2.89 1.21 0.759
H -3.84 -1.24 3.73 0.439
H -4.21 -2.19 2.46 0.419
H -2.73 -3.01 4.44 0.415
H -1.27 -4.77 4.23 0.428
H -0.24 -4.86 2.84 0.438
N -4.10 1.87 -0.74 -0.568
C -4.90 1.12 0.08 0.466
N -6.21 1.02 0.00 -0.307
N -6.56 0.15 0.94 0.000
N -5.55 -0.27 1.58 -0.124
N -4.44 0.31 1.09 -0.393
C -2.76 1.92 -0.64 0.485
N -1.92 2.55 -1.45 -0.266
N -0.75 2.32 -0.91 0.036
N -0.81 1.60 0.17 0.001
N -2.06 1.31 0.37 -0.272
H -4.58 2.42 -1.45 0.461
S 0.37 -1.24 3.84 -0.298
As -0.38 -0.47 5.79 0.744
S -2.21 1.26 3.43 -0.008
S -2.51 0.26 5.20 -0.306
S 0.96 0.66 4.46 -0.166
O -1.38 -1.38 0.94 -0.868
As 1.21 -0.02 -0.53 1.025
C 3.02 -0.70 -0.19 -0.269
C 3.55 -1.83 -0.80 -0.258
C 4.82 -2.26 -0.47 -0.178
C 5.55 -1.58 0.49 -0.182
C 5.00 -0.49 1.15 -0.201
C 3.73 -0.06 0.83 -0.262
C 0.66 -0.54 -2.36 -0.235
C 1.61 -0.57 -3.38 -0.253
C 1.20 -0.77 -4.69 -0.192
C -0.14 -0.92 -4.98 -0.177
C -1.08 -0.92 -3.96 -0.184
C -0.68 -0.74 -2.65 -0.276
C 1.62 1.79 -1.05 -0.097
C 0.51 2.69 -1.51 -0.219
C 0.81 4.16 -1.40 -0.017
C 2.08 4.60 -1.34 -0.262
C 3.15 3.67 -1.25 0.036
C 2.90 2.33 -1.03 -0.250
H 2.97 -2.36 -1.55 0.225
H 5.24 -3.12 -0.96 0.234
H 6.55 -1.92 0.75 0.237
H 5.56 0.02 1.92 0.233
H 3.28 0.77 1.36 0.212
H 2.66 -0.42 -3.16 0.225
H 1.94 -0.81 -5.47 0.237
H -0.46 -1.04 -6.01 0.239
H -2.13 -1.06 -4.20 0.233
H -1.41 -0.77 -1.85 0.215
H 0.38 2.52 -2.59 0.337
H -0.04 4.82 -1.46 0.255
H 2.30 5.65 -1.34 0.264
H 4.17 4.03 -1.30 0.253
H 3.74 1.67 -0.84 0.254
```

Values from the calculation:
- E: -8087.81445 hartree
- Energy relative to the best compared isomer or geometry (same formula, charge and spin): 1.290 eV
- Charge: +2

=====

Below is an isolated molecule of C18H24N2O8, with properties calculated with ωB97M-V/def2-TZVPD.

Structure (XYZ):
```
52
Properties=species:S:1:pos:R:3:nbo_charge:R:1
C -0.96 1.72 2.43 -0.646
C -1.11 0.23 2.22 -0.077
H -0.54 -0.10 1.34 0.212
H -0.77 -0.33 3.10 0.184
O -2.49 -0.12 2.05 -0.510
C -2.89 -0.58 0.87 0.923
O -2.20 -0.82 -0.08 -0.642
N -4.26 -0.81 0.96 -0.662
C -5.15 -1.36 0.06 0.675
O -6.25 -1.69 0.42 -0.551
C -4.67 -1.50 -1.37 -0.184
H -5.51 -1.84 -1.99 0.218
H -3.85 -2.23 -1.44 0.245
O -4.21 -0.24 -1.84 -0.495
C -3.14 -0.25 -2.65 0.812
O -2.62 -1.24 -3.08 -0.602
C -2.64 1.16 -2.91 -0.326
N -1.26 1.22 -2.48 -0.598
C -0.92 1.75 -1.27 0.684
O -1.65 2.50 -0.66 -0.636
C 0.45 1.39 -0.81 -0.200
C 1.25 2.34 -0.20 -0.123
C 2.50 1.99 0.28 -0.320
C 2.96 0.68 0.19 0.286
C 2.13 -0.30 -0.41 0.260
C 0.89 0.07 -0.91 -0.245
H 0.23 -0.68 -1.33 0.231
O 2.63 -1.56 -0.43 -0.486
C 1.86 -2.59 -1.02 -0.063
C 2.66 -3.88 -0.90 -0.617
H 3.62 -3.77 -1.41 0.215
H 2.86 -4.10 0.15 0.214
H 2.11 -4.70 -1.34 0.214
H 1.67 -2.37 -2.07 0.172
H 0.90 -2.69 -0.50 0.176
O 4.16 0.22 0.62 -0.479
C 5.03 1.08 1.33 -0.061
C 4.58 1.28 2.78 -0.638
H 3.62 1.78 2.83 0.211
H 4.51 0.32 3.28 0.217
H 5.32 1.89 3.30 0.216
H 5.99 0.56 1.31 0.196
H 5.14 2.04 0.82 0.170
H 3.11 2.75 0.73 0.220
H 0.90 3.35 -0.12 0.222
H -0.66 0.51 -2.88 0.406
H -2.71 1.39 -3.98 0.222
H -3.21 1.89 -2.32 0.256
H -4.65 -0.63 1.88 0.428
H -1.55 2.04 3.29 0.207
H 0.08 1.96 2.60 0.215
H -1.31 2.26 1.55 0.253
```

Values from the calculation:
- E: -1411.79953 hartree
- Energy relative to the best compared isomer or geometry (same formula, charge and spin): 0.000 eV
- SMILES string: CCOC(=O)NC(=O)COC(=O)CNC(=O)c1ccc(OCC)c(OCC)c1
- Charge: 0

=====

Below is a cluster of 3 separate species, C19H28F16O8PS2 in total in a non-equilibrium geometry, with properties calculated with ωB97M-V/def2-TZVPD.

Structure (XYZ):
```
74
Properties=species:S:1:pos:R:3:mulliken_charge:R:1
C -3.53 1.13 -4.95 -0.864
C -3.17 1.61 -3.40 -0.234
S -1.47 0.91 -3.02 -0.162
C -1.28 0.46 -1.21 -0.318
C -0.69 1.70 -0.26 -0.035
C -1.07 3.14 -1.03 -0.415
C -0.86 4.31 0.15 -0.345
C -1.98 5.50 0.00 -0.296
C -1.41 7.00 0.31 -0.555
S -2.08 8.26 -0.95 0.997
O -3.58 7.95 -1.34 -0.578
O -2.10 9.68 -0.31 -0.607
O -1.18 8.20 -2.42 -0.468
C 0.93 1.62 -0.10 -0.215
P 1.89 1.11 -1.68 0.765
O 1.72 -0.43 -2.08 -0.668
O 1.62 2.12 -3.07 -0.509
O 3.61 1.29 -1.28 -0.589
H -3.30 -0.03 -5.08 0.233
H -2.87 1.68 -5.77 0.211
H -4.67 1.38 -5.19 0.308
H -4.00 1.35 -2.62 0.322
H -3.06 2.79 -3.44 0.112
H -2.37 0.24 -0.80 0.212
H -0.65 -0.51 -1.00 -0.058
H -2.22 3.13 -1.27 0.219
H -0.38 3.37 -1.95 0.104
H -1.07 3.77 1.20 -0.050
H 0.25 4.69 0.20 0.261
H -2.38 5.46 -1.11 0.215
H -2.92 5.33 0.70 0.275
H -0.24 6.99 0.20 0.306
H -1.70 7.41 1.39 0.332
H -1.15 7.21 -2.65 0.390
H 1.14 0.77 0.71 -0.093
H 1.36 2.61 0.35 0.371
H 2.22 2.92 -3.08 0.282
H 3.83 2.26 -1.49 0.259
C -1.74 -1.97 4.70 -0.764
C -1.50 -0.46 4.60 0.978
C -2.27 0.24 3.49 0.024
F -1.96 -0.23 2.26 -0.170
F -1.97 1.57 3.47 -0.274
F -0.16 -0.23 4.51 -0.250
F -1.88 0.09 5.80 -0.355
O -0.78 -2.82 4.06 -0.392
C -0.97 -3.01 2.66 0.558
C 0.15 -2.41 1.81 0.617
F 0.30 -1.08 2.05 -0.247
F -0.12 -2.54 0.48 -0.279
F -2.20 -2.56 2.32 -0.267
F -1.01 -4.36 2.48 -0.300
H -1.66 -2.23 5.77 0.409
H -2.77 -2.25 4.44 0.329
H -3.35 0.15 3.64 0.199
H 1.11 -2.89 2.02 0.091
C 2.22 -6.32 0.40 -0.770
C 2.93 -7.09 -0.72 0.853
C 4.41 -7.36 -0.49 0.099
F 5.13 -6.23 -0.35 -0.201
F 4.94 -8.03 -1.54 -0.288
F 2.72 -6.45 -1.90 -0.261
F 2.29 -8.30 -0.84 -0.342
O 2.09 -4.90 0.21 -0.235
C 3.23 -4.13 0.58 0.680
C 3.89 -3.44 -0.62 0.316
F 4.26 -4.33 -1.58 -0.241
F 5.03 -2.78 -0.24 -0.279
F 4.09 -4.91 1.28 -0.303
F 2.78 -3.19 1.46 -0.349
H 1.19 -6.68 0.43 0.438
H 2.62 -6.56 1.39 0.327
H 4.56 -7.98 0.41 0.276
H 3.21 -2.71 -1.08 0.256
```

Values from the calculation:
- E: -4078.08523 hartree
- Energy relative to the best compared isomer or geometry (same formula, charge and spin): 2.684 eV
- Charge: -1

=====

Below is a cluster of 2 separate species, C3H6Cl2O2 in total in a non-equilibrium geometry, with properties calculated with ωB97M-V/def2-TZVPD.

Structure (XYZ):
```
13
Properties=species:S:1:pos:R:3:nbo_charge:R:1
C 2.09 0.14 0.58 -0.644
C 0.73 0.37 -0.12 0.166
C -1.88 -0.23 -0.51 0.344
O -2.01 -1.50 -0.66 -0.621
O -0.24 -0.25 0.52 -0.628
Cl 0.39 2.19 0.06 -0.203
Cl -3.07 0.61 0.41 0.047
H 2.87 0.90 0.46 0.233
H 2.50 -0.78 0.31 0.210
H 1.73 -0.08 1.68 0.226
H 0.77 0.16 -1.31 0.151
H -1.59 0.35 -1.50 0.226
H -2.29 -1.90 0.07 0.491
```

Values from the calculation:
- E: -1188.68239 hartree
- Energy relative to the best compared isomer or geometry (same formula, charge and spin): 3.020 eV
- Charge: 0

=====

- What is the formula in the third record?
  C18H24N2O8